The following is a DFT calculation (ωB97M-V with the def2-TZVPD basis set) of C19H19FO5 in the gas phase.

Last column: natural (NBO) charge in e.
CARTESIAN COORDINATES (ANGSTROEM)
C: -2.3829 -4.5177 2.2839  -0.62
C: -2.5882 -3.1516 1.6482  -0.06
O: -1.5178 -2.9347 0.7511  -0.50
C: -1.4802 -1.7789 0.0395  0.34
C: -2.4041 -0.7584 0.1288  -0.28
C: -2.2807 0.4038 -0.6471  -0.11
C: -1.1971 0.5057 -1.5155  -0.17
C: -0.2628 -0.5092 -1.6172  -0.29
C: -0.3832 -1.6562 -0.8507  0.27
O: 0.4476 -2.7340 -0.8740  -0.48
C: 1.6381 -2.7131 -1.6209  -0.08
C: 2.7852 -2.0046 -0.8898  -0.09
O: 2.6402 -0.6119 -1.0593  -0.51
C: 3.4625 0.2293 -0.3741  0.30
C: 4.5452 -0.1728 0.4004  -0.29
C: 5.3239 0.7737 1.0464  -0.25
C: 5.0140 2.1116 0.9120  0.36
C: 3.9400 2.5339 0.1464  -0.26
C: 3.1670 1.5890 -0.4934  -0.23
H: 2.3198 1.8795 -1.0933  0.23
H: 3.7207 3.5860 0.0616  0.23
F: 5.7770 3.0316 1.5424  -0.33
H: 6.1668 0.4754 1.6493  0.23
H: 4.7977 -1.2153 0.5081  0.22
H: 2.7429 -2.2721 0.1739  0.19
H: 3.7419 -2.3426 -1.3115  0.18
H: 1.9043 -3.7666 -1.7435  0.20
H: 1.4948 -2.2639 -2.6091  0.19
H: 0.5708 -0.3856 -2.2879  0.23
H: -1.0828 1.3916 -2.1217  0.21
C: -3.2289 1.4889 -0.5761  -0.07
C: -4.3347 1.5675 0.1810  -0.35
C: -5.1886 2.7507 0.1250  0.75
O: -5.0124 3.7287 -0.5625  -0.61
O: -6.2476 2.6469 0.9546  -0.69
H: -6.7909 3.4471 0.8923  0.50
H: -4.6601 0.7940 0.8574  0.21
H: -3.0198 2.3395 -1.2146  0.22
H: -3.2367 -0.8443 0.8060  0.22
H: -2.5984 -2.3709 2.4221  0.17
H: -3.5453 -3.1246 1.1085  0.17
H: -1.4368 -4.5391 2.8174  0.21
H: -3.1910 -4.7285 2.9785  0.21
H: -2.3623 -5.2837 1.5140  0.22

Atoms 1-6, force components in eV/Å:
C 0.0488 0.3813 -0.2512
C -0.2638 -0.1346 0.2710
O 0.1810 0.0628 -0.1788
C 0.1383 -0.0468 -0.0621
C 0.0545 -0.0332 -0.0148
C 0.5853 -0.4534 -0.1565

Computed properties:
Energy relative to the best compared isomer or geometry (same formula, charge and spin)   0.0 kJ/mol
Spin multiplicity   1
SMILES string   CCOc1cc(/C=C/C(=O)O)ccc1OCCOc1ccc(F)cc1
Highest occupied orbital energy   -8.04 eV